1.
Formula: C22H35IMnN7O6S
Source: OMol25
Level of theory: wB97M-V/def2-TZVPD

Each line ends with the Löwdin charge.
Positions of all 73 atoms, in Å:
Mn -0.87770 0.09204 0.62243  0.830
C -6.41023 -0.35639 -0.42317  -0.016
N -5.23591 0.50815 -0.27963  -0.097
C -5.58449 1.89915 0.09398  -0.003
C -3.99695 0.20797 -0.62810  -0.427
O -2.97194 0.85302 -0.34607  -0.039
C -3.80336 -1.17189 -1.19082  -0.053
O -3.98604 -1.91581 0.09129  -0.136
C -3.45628 -3.23666 0.13046  -0.102
C -1.91360 -3.27378 -0.03666  -0.317
O -1.23079 -2.19278 0.08879  -0.089
N -1.30496 -4.47251 -0.29643  -0.150
C 0.09266 -4.43535 -0.74887  0.011
C -1.98415 -5.72916 -0.25370  -0.042
H -7.10319 -0.07024 0.32963  0.085
H -6.16609 -1.39551 -0.18314  0.097
H -6.88425 -0.28458 -1.39776  0.107
H -6.69404 1.89732 0.20069  0.101
H -5.32573 2.59933 -0.67522  0.079
H -5.09837 2.21134 1.05368  0.108
H -2.80843 -1.23894 -1.65281  0.132
H -4.57601 -1.44053 -1.92096  0.132
H -3.92962 -3.93527 -0.63790  0.150
H -3.67272 -3.63128 1.12054  0.142
H 0.46704 -3.41868 -0.59805  0.074
H 0.07971 -4.73161 -1.80296  0.106
H 0.61454 -5.13256 -0.11891  0.096
H -2.02256 -6.17412 -1.27871  0.116
H -3.03632 -5.58907 0.08674  0.092
H -1.49654 -6.44159 0.38399  0.095
O 7.69130 -2.60269 2.71970  -0.357
S 8.49658 -1.64808 1.97609  0.471
O 9.09805 -0.58241 2.76502  -0.365
O 9.28741 -2.13551 0.78948  -0.385
C 7.53581 -0.51921 0.88054  -0.367
N 8.33132 0.10225 0.00271  0.132
C 7.70451 0.60081 -1.05459  -0.094
C 6.30941 0.54820 -1.18251  0.009
C 5.62022 -0.08157 -0.13379  -0.240
N 6.24421 -0.55222 0.94659  0.159
C 4.16469 -0.25200 -0.14469  -0.113
C 3.54035 -0.94359 0.89532  0.030
C 2.17030 -1.19136 0.80848  -0.113
N 1.33994 -0.55970 -0.06349  -0.024
C 1.96976 0.13350 -1.06044  -0.167
C 3.32132 0.29233 -1.14632  -0.015
H 8.38371 1.02154 -1.83127  0.125
H 5.67862 1.03099 -1.88810  0.074
H 4.20272 -1.36579 1.67323  0.138
H 1.60877 -1.83734 1.54200  0.130
H 1.35686 0.56685 -1.83429  0.095
H 3.68142 0.74135 -2.06273  0.108
I -0.08502 0.71190 3.87357  0.660
C -1.48064 -0.18264 2.49927  -0.818
H -2.45068 0.20234 2.74308  -0.060
H -1.38502 -1.24305 2.71064  -0.055
N -1.07691 5.23615 -0.80033  0.052
C -1.70974 4.73749 0.48746  -0.074
C -1.72060 3.23002 0.39416  -0.244
N -0.41819 2.60321 0.30252  -0.065
C 0.42570 3.26624 -0.76753  -0.154
C 0.34352 4.78703 -0.89680  -0.104
H -1.06961 6.28910 -0.84159  0.209
H -1.61436 4.88834 -1.58745  0.177
H -2.75487 5.11763 0.52295  0.150
H -1.12765 5.12924 1.34084  0.152
H -2.35325 2.93639 -0.42330  0.096
H -2.16022 2.78090 1.27232  0.122
H 0.05972 2.63641 1.23322  0.098
H 0.05454 2.85173 -1.73149  0.130
H 1.44100 2.90294 -0.66639  0.117
H 0.70428 5.08313 -1.88644  0.143
H 0.95710 5.26916 -0.10805  0.154

The net charge is +1. Its expectation value of S² is 8.76. As for the max |F|: 3.1 eV/Å. As for the spin multiplicity: 6. As for the HOMO energy (alpha / beta): -8.416 / -8.416 eV. The energy relative to the best compared isomer or geometry (same formula, charge and spin) comes out at 9.55 kcal per mole. The calculation puts the LUMO energy (alpha / beta) at -3.98 / -3.99 eV.

=====

2.
Formula: C22H35MnN2O4PSeSi
Source: OMol25
Level of theory: wB97M-V/def2-TZVPD

Each line ends with the Löwdin charge.
Positions of all 67 atoms, in Å:
Mn -0.46715 0.72663 -0.41926  0.479
O -5.21016 -2.44929 0.94873  0.093
C -5.30425 -1.31155 1.67841  -0.476
O -6.17982 -1.11975 2.47495  0.113
C -4.12866 -0.37353 1.43892  -0.021
C -3.94915 0.80563 2.18482  0.020
N -2.86047 1.45012 1.70416  0.042
N -2.31864 0.76809 0.66341  -0.016
C -3.07785 -0.34012 0.48183  -0.126
C -2.63810 -1.19037 -0.66357  -0.578
O -3.17677 -2.29166 -0.76239  0.062
O -1.67012 -0.74787 -1.39980  -0.154
H -4.43172 -2.44515 0.29552  0.072
H -4.48377 1.08428 3.06622  0.134
H -2.47515 2.34672 1.99701  0.171
C -3.62286 1.33323 -2.94570  -0.209
Si -2.10064 2.25738 -3.46493  0.133
C -2.39142 4.01303 -4.08054  -0.267
C -1.15395 1.21092 -4.68676  -0.230
Se -0.74214 2.84847 -1.69954  0.240
H -4.48999 1.73264 -3.43365  0.021
H -3.76869 1.26555 -1.84716  0.026
H -3.41054 0.31660 -3.25779  0.021
H -3.09091 4.05992 -4.91923  0.025
H -1.40685 4.39619 -4.30737  0.009
H -2.76530 4.71661 -3.32505  0.025
H -1.62203 1.19765 -5.67806  0.028
H -1.05859 0.13238 -4.43419  0.037
H -0.12140 1.58314 -4.77337  0.026
C 2.52090 -0.58372 3.36047  -0.097
C 1.22977 -0.31317 2.58950  -0.666
C 0.07341 -1.15554 3.19057  -0.093
C 0.85877 1.20490 2.87885  -0.077
P 1.35781 -0.54312 0.70463  1.110
C 2.85834 0.39156 0.40793  -0.399
C 2.72855 1.72887 -0.05046  -0.116
C 3.83859 2.47179 -0.43737  -0.070
C 5.12473 1.92180 -0.38376  -0.070
C 5.26500 0.58954 0.04114  -0.063
C 4.14164 -0.16464 0.42699  -0.099
C 1.63202 -2.36394 0.03667  -0.658
C 2.48217 -2.20095 -1.24446  -0.075
C 2.30909 -3.27658 1.05170  -0.083
C 0.29050 -2.90685 -0.31772  -0.131
H 2.40295 -0.25771 4.38392  0.075
H 3.40918 -0.03266 3.02590  0.079
H 2.77591 -1.69022 3.36526  0.091
H -0.02978 -0.96625 4.28520  0.097
H 0.25711 -2.23840 3.04090  0.073
H -0.91947 -0.92628 2.74600  0.071
H 0.92146 1.33820 3.97856  0.096
H -0.15740 1.41271 2.50922  0.047
H 1.57208 1.82730 2.33452  0.064
H 1.74886 2.18131 -0.08337  0.025
H 3.65124 3.50235 -0.79789  0.121
H 6.00463 2.53995 -0.66226  0.116
H 6.26379 0.17329 0.13956  0.103
H 4.29659 -1.17404 0.75706  0.092
H 3.47947 -2.56019 -1.02624  0.069
H 2.47138 -1.19354 -1.64247  0.070
H 2.03124 -2.88718 -2.03396  0.112
H 3.39669 -3.27264 1.01436  0.071
H 2.03437 -4.28955 0.70751  0.094
H 2.06809 -3.11663 2.10971  0.055
H -0.21589 -2.37019 -1.12069  0.057
H -0.42397 -2.79494 0.53962  0.094
H 0.36727 -3.98052 -0.66069  0.116

Its expectation value of S² is 8.76. As for the max |F|: 2.1 eV/Å. As for the spin multiplicity: 6. As for the HOMO energy (alpha / beta): -7.629 / -7.779 eV. The energy relative to the best compared isomer or geometry (same formula, charge and spin) comes out at 0.00 kcal per mole. The calculation puts the LUMO energy (alpha / beta) at 0.14 / -0.01 eV.

=====

3.
Formula: C22H35N3O5S
Source: OMol25
Level of theory: wB97M-V/def2-TZVPD

Each line ends with the Löwdin charge.
Positions of all 66 atoms, in Å:
C 5.23279 -1.64656 2.51100  -0.094
O 4.74383 -0.84588 1.46393  -0.083
C 3.87981 -1.40566 0.56799  -0.269
C 3.42979 -2.71723 0.61122  -0.030
C 2.54386 -3.15903 -0.36069  -0.034
C 2.10959 -2.33261 -1.37681  -0.143
C 1.05929 -2.77698 -2.36013  -0.099
N -0.22284 -2.25446 -1.91551  0.109
C -1.05270 -3.00851 -1.17418  -0.473
O -0.97779 -4.22172 -1.11380  0.058
C -2.14581 -2.27194 -0.38693  -0.188
C -1.95436 -2.64183 1.09173  -0.145
C -0.66531 -2.01197 1.61582  -0.141
C -0.69013 -0.50104 1.40139  -0.187
N -0.90405 -0.21233 0.00155  -0.235
S -0.53832 1.32972 -0.46323  0.636
O 0.76387 1.62841 0.04603  -0.263
O -0.76252 1.39639 -1.87429  -0.255
N -1.66513 2.27657 0.34034  -0.203
C -2.70403 2.86026 -0.48138  -0.176
C -3.89587 3.26247 0.39376  -0.338
C -4.59534 2.03165 0.96492  -0.063
C -3.41073 4.21502 1.49252  -0.143
C -2.23850 3.62946 2.28304  -0.359
C -1.70270 4.63413 3.29750  -0.064
C -1.13600 3.21608 1.30620  -0.175
C -2.14578 -0.74981 -0.51604  -0.162
C 2.56302 -1.00112 -1.41429  -0.229
O 2.09157 -0.24604 -2.43919  -0.084
C 2.53556 1.08657 -2.55696  -0.077
C 3.44717 -0.55320 -0.44874  0.066
H 5.89930 -1.00553 3.08633  0.092
H 4.42455 -2.00125 3.15913  0.094
H 5.79638 -2.50539 2.13193  0.095
H 3.74695 -3.39803 1.38422  0.099
H 2.18033 -4.17544 -0.32272  0.121
H 1.27123 -2.38617 -3.35714  0.126
H 0.97833 -3.86489 -2.38605  0.123
H -0.24865 -1.24879 -1.83416  0.106
H -3.10965 -2.66117 -0.73122  0.155
H -2.80728 -2.28331 1.67370  0.119
H -1.90357 -3.72730 1.18123  0.116
H 0.18919 -2.43136 1.08285  0.107
H -0.54591 -2.22268 2.67960  0.119
H -1.48722 -0.04529 2.01026  0.125
H 0.26515 -0.04910 1.66958  0.119
H -2.99296 2.11823 -1.22468  0.116
H -2.31946 3.74254 -1.01419  0.135
H -4.60945 3.80003 -0.24018  0.140
H -5.39732 2.32793 1.63741  0.081
H -3.88999 1.41408 1.51376  0.060
H -5.02389 1.43600 0.16180  0.079
H -4.23490 4.44700 2.17000  0.120
H -3.08624 5.15039 1.02968  0.124
H -2.57703 2.73736 2.81729  0.137
H -2.48421 4.91900 3.99793  0.079
H -1.34847 5.53132 2.79487  0.082
H -0.87496 4.20653 3.85777  0.079
H -0.31225 2.72492 1.82295  0.120
H -0.73835 4.10796 0.79884  0.141
H -3.00033 -0.34727 0.04883  0.120
H -2.23521 -0.42722 -1.55429  0.124
H 3.61837 1.12894 -2.71511  0.100
H 2.01888 1.48604 -3.42769  0.099
H 2.25880 1.66950 -1.67599  0.068
H 3.80692 0.46110 -0.43393  0.121

As for the max |F|: 1.0 eV/Å. As for the SMILES: COc1ccc(CNC(=O)[C@H]2CCCN(S(=O)(=O)N3C[C@@H](C)C[C@H](C)C3)C2)c(OC)c1. As for the HOMO energy: -8.031 eV. The energy relative to the best compared isomer or geometry (same formula, charge and spin) comes out at 26.23 kcal per mole. The calculation puts the LUMO energy at 0.63 eV.

=====

4.
Formula: C22H35NO2P2S2Sn
Source: OMol25
Level of theory: wB97M-V/def2-TZVPD

Each line ends with the Löwdin charge.
Positions of all 65 atoms, in Å:
P 0.38663 3.22796 -2.20515  0.937
P 3.31401 0.36163 -2.10225  0.968
C 2.15821 3.02843 -2.63815  -0.289
C 2.73270 1.71033 -3.20669  -0.287
H 2.77741 3.39714 -1.80580  0.093
H 2.27159 3.79268 -3.42524  0.117
H 2.08920 1.29007 -3.99529  0.092
H 3.65403 2.00255 -3.74399  0.116
C 4.89213 1.02992 -1.49787  -0.158
H 5.30450 0.39445 -0.70102  0.086
H 4.74412 2.04023 -1.08862  0.072
H 5.58500 1.07118 -2.34853  0.077
C 3.72997 -1.08977 -3.07621  -0.140
H 4.76807 -1.00131 -3.43190  0.081
H 3.06375 -1.17394 -3.94548  0.076
H 3.64902 -2.00825 -2.47825  0.083
C 0.21847 4.87267 -1.49040  -0.132
H -0.65653 4.90321 -0.82826  0.081
H 0.09215 5.62443 -2.28467  0.082
H 1.10973 5.15485 -0.90973  0.079
C -0.47904 3.17127 -3.79147  -0.145
H -0.16957 2.27793 -4.35160  0.072
H -0.24983 4.07281 -4.37649  0.081
H -1.55832 3.12232 -3.58681  0.083
Sn -1.59216 -2.77393 0.00020  0.923
C 2.39146 -0.03453 -0.58584  -0.369
C 2.66535 0.91942 0.47829  -0.105
C 1.91146 2.12438 0.58712  -0.184
C 0.45173 2.04833 1.19431  -0.153
C -0.58823 2.12285 0.19141  -0.078
C -0.42405 1.93714 -1.25683  -0.395
C 0.07246 0.52779 -1.78630  -0.159
C 0.85249 -0.34011 -0.81480  -0.194
C -3.27172 -1.36956 0.20580  -0.348
H 2.83988 -1.00129 -0.28573  0.145
H 3.54550 0.74168 1.09610  0.130
H 1.76806 2.42608 -0.46336  0.045
H 2.49958 2.92891 1.06628  0.143
H 0.36455 1.16254 1.85883  0.131
H 0.35830 2.92021 1.87071  0.135
H -1.59868 2.36516 0.52446  0.129
H -1.46753 2.00524 -1.64290  0.133
H 0.63465 0.64171 -2.73446  0.076
H -0.85052 -0.02574 -2.08323  0.131
H 0.34589 -0.34452 0.15966  0.079
H 0.78233 -1.38003 -1.19768  0.070
H -4.16948 -2.00635 0.19825  -0.014
H -3.21156 -0.71682 -0.67629  -0.039
H -3.20416 -0.79703 1.14177  -0.012
O -3.54291 -6.24406 1.67553  -0.253
S -3.85191 -4.87550 1.99982  0.678
O -4.98126 -4.22311 1.37546  -0.271
N -2.49502 -3.91058 1.72447  -0.312
C -1.97905 -3.30492 2.80759  -0.760
S -0.80244 -2.13327 2.42735  0.571
C -2.67870 -3.66506 4.01534  -0.213
C -2.49677 -3.21403 5.32947  0.004
C -3.37719 -3.62780 6.33294  -0.034
C -4.45274 -4.48551 6.02572  -0.023
C -4.63598 -4.92729 4.70809  -0.013
C -3.74712 -4.52049 3.72681  -0.209
H -1.65746 -2.55083 5.52591  0.118
H -3.24325 -3.28116 7.35744  0.118
H -5.14269 -4.80101 6.81081  0.122
H -5.44851 -5.58971 4.42135  0.132

The net charge is +2. As for the max |F|: 2.7 eV/Å. As for the HOMO energy (alpha / beta): -12.350 / -12.352 eV. The energy relative to the best compared isomer or geometry (same formula, charge and spin) comes out at 0.00 kcal per mole. The calculation puts the LUMO energy (alpha / beta) at -6.16 / -6.45 eV.